Record 1
11
Properties=species:S:1:pos:R:3:mulliken_charge:R:1 method="wB97M-V/def2-TZVPD" relative_energy_ev=2.4275
B 1.6613 0.4329 0.4919 0.1304
C -1.7268 -0.4188 0.1672 0.0051
C 0.4258 0.3574 -0.5532 -0.5399
N -0.4103 -0.7149 -0.1558 -0.1492
O -2.2018 0.6815 0.1560 -0.5136
H 1.5373 0.0521 1.5835 -0.0405
H 2.7458 0.6748 0.0912 -0.0582
H -2.3755 -1.1645 0.6430 0.3799
H -0.1146 1.2519 -0.1805 0.2536
H 0.5669 0.4145 -1.6700 0.2960
H -0.1081 -1.5668 -0.5732 0.2364


Record 2
44
Properties=species:S:1:pos:R:3:mulliken_charge:R:1 method="wB97M-V/def2-TZVPD" relative_energy_ev=0.2216
Ir 0.5767 -0.9346 0.0323 1.0137
O 0.5692 -3.1348 -3.3126 -0.5986
C 0.4382 -2.2990 -2.4590 0.3140
O 0.9516 -2.3743 -1.2492 -0.6076
C -0.3688 -1.0503 -2.6834 0.4426
C -0.9772 -0.7208 -3.8774 -0.5315
C -1.7235 0.4453 -3.9313 -0.3746
C -1.8610 1.2149 -2.7849 -0.4855
C -1.2226 0.8146 -1.6244 0.6206
N -0.4758 -0.2881 -1.5956 -0.1146
C -1.4048 1.5966 -0.3564 0.3764
O -2.2584 2.4475 -0.2852 -0.6267
O -0.5392 1.3244 0.6080 -0.3431
H -0.8500 -1.3861 -4.7196 0.5050
H -2.2037 0.7496 -4.8512 0.4488
H -2.4565 2.1153 -2.7588 0.5127
S 3.3722 -1.9171 3.6124 -0.4068
C 2.2606 -1.6752 2.5079 0.5470
N 1.3913 -1.5032 1.7215 -0.4864
Ge -0.6120 2.6033 2.0081 0.5157
C 0.7568 2.0612 3.2388 0.4148
C 0.4631 2.1019 4.6003 -0.6148
C 1.4574 1.8676 5.5397 -0.5473
C 2.7501 1.5929 5.1222 -0.4147
C 3.0497 1.5409 3.7678 -0.9718
C 2.0581 1.7715 2.8284 0.2951
C -0.2418 4.2669 1.1017 0.1693
C 0.9915 4.4618 0.4819 0.0120
C 1.2658 5.6519 -0.1761 -0.6861
C 0.3131 6.6605 -0.2079 -0.4123
C -0.9156 6.4771 0.4108 -0.6154
C -1.1935 5.2820 1.0578 -0.3252
H -2.0115 2.5255 2.6137 -0.0657
H -0.5454 2.3173 4.9367 0.3116
H 1.2209 1.8975 6.5953 0.3917
H 3.5249 1.4026 5.8533 0.3851
H 4.0523 1.3024 3.4415 0.4666
H 2.3038 1.7145 1.7732 0.1296
H 1.7469 3.6841 0.5073 0.2244
H 2.2239 5.7935 -0.6590 0.4118
H 0.5286 7.5912 -0.7168 0.3791
H -1.6598 7.2624 0.3832 0.3872
H -2.1639 5.1364 1.5181 0.3411
Br 2.4939 0.3516 -0.5434 -0.3870


Record 3
30
Properties=species:S:1:pos:R:3:mulliken_charge:R:1 method="wB97M-V/def2-TZVPD" relative_energy_ev=3.4046 charge=+1
C 1.9224 1.4403 -1.8769 -0.6141
C 0.7372 1.8797 -2.4051 0.2197
C 0.2916 0.8700 -0.4171 -0.3675
C -0.7435 -2.2268 -0.8164 -1.3632
C -2.0377 0.5655 1.4270 -1.4682
C 2.5458 0.1246 0.1562 -0.9968
C 0.0643 -0.7963 2.8765 -0.7645
C -1.7350 -1.3571 -0.1677 -0.5408
C -1.2234 -0.5684 0.9467 0.9596
N 1.6023 0.8052 -0.6983 0.2234
N -0.2523 1.5850 -1.4515 -0.0145
O 0.4055 2.4169 -3.5389 -0.5137
O -0.4211 -1.2367 1.6786 -0.2633
H 2.8775 1.2931 -2.1880 0.5296
H 0.0215 -2.4193 -0.1217 0.3454
H -0.2120 -1.7644 -1.5920 0.3198
H -1.2476 -3.0395 -1.2046 0.4476
H -1.4661 1.4494 1.6263 0.4729
H -2.5346 0.1282 2.4514 0.3516
H -2.7813 0.9259 0.6685 0.3503
H 2.8420 -0.8496 -0.1397 0.3257
H 3.5865 0.6263 0.2065 0.3540
H 2.0968 0.1492 1.0825 0.3319
H 1.1312 -0.9319 2.9483 0.3117
H -0.3798 -1.3877 3.6852 0.3318
H 0.0145 0.3388 2.9844 0.3639
H -2.4249 -0.8228 -0.7792 0.4460
H -2.5141 -1.9213 0.2895 0.4980
H -1.2696 1.7130 -1.7153 0.3446
H 1.1041 3.0104 -3.9152 0.3792


Record 4
43
Properties=species:S:1:pos:R:3:mulliken_charge:R:1 method="wB97M-V/def2-TZVPD" charge=+1
C 2.9322 -3.1954 1.9022 -1.3071
C 2.3423 -3.1278 0.4935 -0.1497
C 2.3032 -1.6817 -0.0504 -0.5970
C 1.0334 -1.3470 -0.8514 -0.8551
N 0.1265 -0.3256 -0.2723 0.0799
C -0.3536 -0.5326 0.9997 -0.0696
N 0.2454 -0.0115 2.1035 -0.3711
N -1.4893 -1.1689 1.1664 -0.1212
C -2.2811 -1.7580 0.0929 -0.6569
C -1.8867 -3.1982 -0.2456 -0.1246
F -1.7277 -3.3155 -1.6150 -0.2968
H 3.2242 -4.2067 2.1680 0.3851
H 2.1810 -2.8855 2.6311 0.2601
H 3.7979 -2.5445 1.9836 0.3602
H 2.9642 -3.7323 -0.1622 0.4162
H 1.3387 -3.5510 0.4714 0.0554
H 2.4628 -0.9896 0.7744 0.3747
H 3.1502 -1.5615 -0.7213 0.4214
H 0.4646 -2.2532 -1.0392 0.3027
H 1.3093 -0.9659 -1.8289 0.4893
H 0.4812 0.6214 -0.3804 0.2968
H 1.0917 0.5029 1.9143 0.3200
H 0.3249 -0.6184 2.9071 0.2391
H -1.8578 -1.2167 2.1032 0.2749
H -2.1755 -1.1235 -0.7823 0.3097
H -3.3270 -1.7318 0.3827 0.5321
H -2.6506 -3.9060 0.0616 0.3100
H -0.9354 -3.4523 0.2203 0.0777
C -0.1811 4.5821 -2.3637 -1.2559
C -0.0414 3.1520 -1.8794 -0.2013
O 0.1495 3.0323 -0.4728 -0.4259
C -0.8911 3.5548 0.3444 -0.4489
C -2.2196 2.8562 0.1295 -0.6683
H 0.6900 5.1701 -2.0746 0.3143
H -0.2665 4.5985 -3.4498 0.4151
H -1.0667 5.0702 -1.9559 0.2874
H 0.8466 2.7021 -2.3246 0.3672
H -0.8979 2.5488 -2.2019 0.3076
H -0.9867 4.6369 0.2219 0.3773
H -0.5544 3.3862 1.3680 0.3310
H -2.6154 2.9929 -0.8767 0.3060
H -2.9743 3.2128 0.8298 0.4222
H -2.0799 1.7807 0.2789 -0.0839


One value per record, in order, for orbital gap: 0.361 0.233 0.317 0.346 hartree.